The following is a quantum chemistry calculation of a cluster of 2 separate species, C2H3N2O2 in total in a non-equilibrium geometry, from the OMol25 dataset.

Each atom is followed by the atoms it is bonded to, with distances in Å.
Positions of all 9 atoms, in Å:
1 C -1.29 -0.64 -0.11  N4 1.223, O6 1.141
2 C 2.46 -0.49 -0.06  N3 1.242, O5 1.155
3 N 1.83 -0.24 -1.10  C2 1.242, H7 1.008, H8 1.253
4 N -0.91 -0.95 -1.24  C1 1.223, H9 0.969
5 O 2.98 -0.63 0.96  C2 1.155
6 O -1.42 -0.35 0.98  C1 1.141
7 H 2.24 0.47 -1.69  N3 1.008
8 H 0.63 -0.53 -1.28  N3 1.253
9 H -1.13 -1.19 -2.15  N4 0.969

Results
HOMO level: -16.6 eV
F_max: 3.632 eV Å⁻¹
total charge: +1